# 1
{
  "formula": "C3H9NS",
  "method": "the ωB97M-V functional and the def2-TZVPD basis",
  "elements": ["C", "N", "C", "C", "S", "H", "H", "H", "H", "H", "H", "H", "H", "H"],
  "coordinates": [[1.88438, 0.74274, 1.48642], [0.67874, 1.43795, 1.18372], [-0.46928, 0.76655, 0.44182], [-0.09255, 0.09372, -0.80875], [-1.02894, -1.50256, -1.12777], [2.54296, 1.37923, 2.10916], [1.70772, -0.13116, 2.13072], [2.30152, 0.20768, 0.60918], [0.84181, 2.42027, 1.05709], [-1.08239, 1.69078, 0.45325], [-1.00513, 0.06902, 1.12761], [0.84542, -0.51012, -0.71576], [0.18799, 0.79464, -1.67555], [-2.00662, -1.16780, -2.00934]],
  "de_lowest_kcal_mol": 36.1,
  "lumo_energy_ev": 0.98,
  "homo_ev": -8.484
}

# 2
{
  "formula": "C13H35NO6S3",
  "method": "the ωB97M-V functional and the def2-TZVPD basis",
  "elements": ["C", "O", "H", "H", "H", "H", "C", "O", "H", "H", "H", "H", "C", "O", "H", "H", "H", "H", "N", "C", "C", "C", "C", "H", "H", "H", "H", "H", "C", "S", "O", "C", "H", "H", "H", "H", "H", "H", "C", "S", "O", "C", "H", "H", "H", "H", "H", "H", "C", "S", "O", "C", "H", "H", "H", "H", "H", "H"],
  "coordinates": [[2.51234, -1.90487, 3.64890], [3.43533, -1.49788, 2.66674], [2.67082, -1.33289, 4.56522], [1.45909, -1.74069, 3.37908], [2.61563, -2.97659, 3.87092], [3.03112, -1.66894, 1.79851], [3.77866, 0.42858, -4.22332], [3.68821, 1.09822, -3.00218], [3.34253, 0.97706, -5.06757], [4.81591, 0.19247, -4.50621], [3.27324, -0.54393, -4.17743], [3.63173, 2.06468, -3.17827], [-0.47340, -4.31754, 2.06948], [-0.36416, -5.69834, 2.31456], [0.03038, -4.00001, 1.15672], [-1.53546, -4.08339, 1.96585], [-0.13357, -3.69759, 2.90530], [0.55258, -5.95507, 2.43887], [-3.83659, 1.10024, -2.26789], [-3.27954, 2.27058, -2.71925], [-2.19663, 2.50987, -1.94283], [-2.08855, 1.46964, -0.98088], [-3.12634, 0.59687, -1.22755], [-4.67924, 0.68525, -2.62194], [-3.68605, 2.74184, -3.59573], [-1.60763, 3.40983, -1.97469], [-1.41425, 1.49298, -0.14088], [-3.42496, -0.33629, -0.78131], [1.50449, 0.12963, -0.84824], [1.36882, -1.65212, -0.79045], [2.13656, -2.05974, 0.41764], [-0.35527, -1.74628, -0.30400], [0.90734, 0.56512, -1.64297], [2.56461, 0.35330, -0.92241], [1.17551, 0.46301, 0.14254], [-0.95043, -1.07150, -0.91994], [-0.44120, -1.47738, 0.74966], [-0.67006, -2.77180, -0.47049], [-2.91969, -0.16444, 2.69341], [-2.66589, -1.75922, 3.46927], [-1.39786, -1.71575, 4.20678], [-4.00412, -1.60576, 4.63662], [-3.90292, -0.16456, 2.22274], [-2.16902, -0.05401, 1.91069], [-2.79909, 0.65333, 3.40353], [-4.97772, -1.36477, 4.21040], [-3.80505, -0.75745, 5.30738], [-4.03892, -2.49278, 5.26426], [2.30951, 3.75598, -1.05253], [2.46358, 4.45063, -2.70598], [3.63225, 3.71644, -3.29580], [0.99089, 3.70326, -3.40490], [3.01025, 2.93120, -0.93424], [1.29473, 3.52756, -0.73674], [2.69573, 4.50503, -0.34724], [0.89439, 2.63912, -3.20997], [1.00308, 3.93785, -4.46754], [0.15426, 4.24203, -2.95374]],
  "de_lowest_kcal_mol": 10.8,
  "lumo_energy_ev": 0.20,
  "homo_ev": -8.899
}

# 3
{
  "formula": "C5H11NO",
  "method": "the ωB97M-V functional and the def2-TZVPD basis",
  "elements": ["N", "C", "C", "C", "C", "C", "H", "H", "H", "H", "H", "H", "H", "H", "H", "H", "H", "O"],
  "coordinates": [[2.17292, -0.86764, 0.50090], [0.91385, -1.22110, 1.21964], [-2.92539, 0.45128, 0.20158], [-2.11967, 0.03650, -0.78052], [-0.68234, -0.35631, -0.52590], [-0.23424, -0.37960, 0.75430], [2.70919, -1.67394, 0.20532], [2.82179, -0.38060, 1.10848], [0.68764, -2.27268, 0.98796], [1.09293, -1.22071, 2.29403], [-3.97605, 0.60955, 0.00154], [-2.66047, 0.67789, 1.22093], [-2.35320, 0.17928, -1.82889], [-0.06589, -0.78992, -1.30886], [-0.45240, 0.46591, 1.40319], [2.19398, 2.66780, -1.08428], [1.68829, 1.19085, -0.71362], [1.69570, 1.90892, -1.35012]],
  "de_lowest_kcal_mol": 72.3,
  "lumo_energy_ev": 0.42,
  "homo_ev": -8.311
}

# 4
{
  "formula": "C35H31N2O3PdSb",
  "method": "the ωB97M-V functional and the def2-TZVPD basis",
  "elements": ["Pd", "O", "C", "C", "C", "C", "C", "C", "C", "N", "N", "C", "O", "C", "C", "C", "C", "C", "C", "H", "H", "H", "H", "H", "H", "H", "H", "H", "H", "C", "C", "C", "O", "H", "H", "H", "H", "H", "H", "C", "C", "C", "C", "C", "C", "Sb", "C", "C", "C", "C", "C", "C", "C", "C", "C", "C", "C", "C", "H", "H", "H", "H", "H", "H", "H", "H", "H", "H", "H", "H", "H", "H", "H"],
  "coordinates": [[0.09550, 0.07190, 0.01150], [0.81600, 2.05810, 0.13190], [0.33990, 3.25140, 0.05590], [1.25230, 4.33790, 0.02510], [0.83540, 5.64270, -0.02560], [-0.52380, 5.95590, -0.05300], [-1.43850, 4.93470, -0.03700], [-1.05190, 3.58470, 0.01180], [-2.08160, 2.60510, 0.00990], [-1.92410, 1.32410, 0.04260], [-3.03140, 0.56550, 0.04530], [-2.85010, -0.72680, 0.00680], [-1.70330, -1.29060, -0.03350], [-4.05580, -1.57200, 0.01390], [-3.90200, -2.95380, 0.01260], [-5.01200, -3.77580, 0.02120], [-6.28310, -3.22180, 0.03070], [-6.43870, -1.84270, 0.03000], [-5.33160, -1.01700, 0.02180], [2.30570, 4.09620, 0.04900], [1.56330, 6.44100, -0.04520], [-0.84680, 6.98500, -0.08970], [-2.49770, 5.15410, -0.06130], [-3.10640, 2.98020, -0.02750], [-2.90040, -3.36060, 0.00470], [-4.88390, -4.84960, 0.02180], [-7.15370, -3.86400, 0.03880], [-7.42740, -1.40480, 0.03680], [-5.44130, 0.05620, 0.02190], [4.56900, 0.63130, -1.21090], [3.82970, 0.09030, -0.01860], [4.57850, -0.03250, 1.27830], [2.66620, -0.24850, -0.10410], [5.64690, 0.53470, -1.10460], [4.30940, 1.68420, -1.33420], [4.22660, 0.11120, -2.10510], [5.65370, -0.00720, 1.13340], [4.28250, -0.96220, 1.76270], [4.27970, 0.78570, 1.93300], [5.54980, -3.78230, -0.23230], [4.82200, -3.98720, 0.92690], [3.47370, -3.67120, 0.97090], [2.82970, -3.17410, -0.15050], [3.57080, -2.95150, -1.30200], [4.91990, -3.25220, -1.34580], [0.75790, -2.53060, -0.07310], [0.07130, -3.87960, -1.62230], [-0.69120, -5.00990, -1.36860], [-1.04910, -5.85600, -2.40680], [-0.65460, -5.57600, -3.70400], [0.07580, -4.42930, -3.96750], [0.43050, -3.58380, -2.93050], [0.21830, -3.72920, 1.64300], [-0.43280, -3.11130, 2.70000], [-0.73900, -3.83020, 3.84460], [-0.39150, -5.16700, 3.93740], [0.25970, -5.78750, 2.88410], [0.56710, -5.07120, 1.73940], [6.60310, -4.02230, -0.26200], [5.30930, -4.38850, 1.80370], [2.91700, -3.81880, 1.88810], [3.09080, -2.52350, -2.17220], [5.48590, -3.07040, -2.24800], [-1.00130, -5.23970, -0.35780], [-1.63410, -6.74200, -2.20080], [-0.92400, -6.24470, -4.50940], [0.36740, -4.19690, -4.98240], [0.99100, -2.68080, -3.14460], [-0.70200, -2.06170, 2.62170], [-1.24200, -3.34960, 4.67040], [-0.61830, -5.72710, 4.83250], [0.53620, -6.82990, 2.95510], [1.08890, -5.55200, 0.92070]],
  "de_lowest_kcal_mol": 36.2,
  "lumo_energy_ev": [0.46, -1.46],
  "homo_ev": [-7.167, -7.070],
  "multiplicity": 3
}

Which molecular weight belongs to each record? In order, 91.18, 397.62, 101.15, 755.82 g mol⁻¹.